1.
Molecular formula: ClFH2NOP
Method: DFT, the ωB97M-V functional and the def2-TZVPD basis

Geometry as XYZ:
```
7
Properties=species:S:1:pos:R:3:mulliken_spin:R:1
N 0.012 0.385 0.809 0.8131
O -0.448 0.110 -1.706 -0.0075
F -1.993 -1.081 -0.246 0.0327
P -1.060 0.255 -0.284 0.5577
Cl -3.036 1.581 -0.401 0.6318
H -0.303 0.459 1.759 -0.0451
H 0.380 -0.374 -1.592 0.0172
```

Summary:
⟨S²⟩: 2.008
LUMO (spin up / spin down) (eV): 0.66 / -4.58
Kohn-Sham gap (spin up / spin down) (eV): 7.7 / 6.0
Energy above the lowest of the compared OMol25 structures with the same formula, charge and spin (eV): 0.967
Highest occupied orbital energy (spin up / spin down) (hartree): -0.25705 / -0.38921
Spin multiplicity: 3

2.
Molecular formula: ClFHN2O
Method: DFT, the ωB97M-V functional and the def2-TZVPD basis

Geometry as XYZ:
```
6
Properties=species:S:1:pos:R:3:lowdin_charge:R:1
N -1.675 0.808 -0.070 -0.2499
N -1.784 -1.375 -0.527 -0.2618
O -1.985 1.193 0.982 -0.0746
F 2.842 -0.271 0.525 -0.2645
Cl 0.380 -0.106 -0.679 -0.0077
H 2.222 -0.248 -0.230 -0.1415
```

Summary:
LUMO (spin up / spin down) (eV): 4.01 / 3.89
Charge: -1
Kohn-Sham gap (spin up / spin down) (eV): 7.8 / 7.7
Energy above the lowest of the compared OMol25 structures with the same formula, charge and spin (eV): 6.896
Highest occupied orbital energy (spin up / spin down) (hartree): -0.13851 / -0.13815

3.
Molecular formula: ClFHOPS
Method: DFT, the ωB97M-V functional and the def2-TZVPD basis

Geometry as XYZ:
```
6
Properties=species:S:1:pos:R:3:lowdin_charge:R:1
O -0.814 1.483 1.345 -0.4154
P 0.190 1.028 0.399 -0.1496
S 1.895 0.162 0.672 0.2453
Cl -0.026 2.032 -1.304 0.3241
F -0.798 -2.007 -0.366 -0.0255
H -0.447 -2.697 -0.746 0.0211
```

Summary:
SMILES: O=P(=S)Cl.F
LUMO (eV): -1.27
Kohn-Sham gap (eV): 9.0
Energy above the lowest of the compared OMol25 structures with the same formula, charge and spin (eV): 2.008
Highest occupied orbital energy (hartree): -0.37621

4.
Molecular formula: ClFN3
Method: DFT, the ωB97M-V functional and the def2-TZVPD basis

Geometry as XYZ:
```
5
Properties=species:S:1:pos:R:3:mulliken_spin:R:1
N 2.440 0.381 0.399 0.0028
N 1.756 0.403 -0.445 0.0004
N -1.690 -0.014 -0.123 1.2266
F -1.570 -1.319 -0.010 0.2129
Cl -3.187 0.511 -0.049 0.5573
```

Summary:
⟨S²⟩: 2.012
LUMO (spin up / spin down) (eV): -6.26 / -12.32
Charge: +1
Kohn-Sham gap (spin up / spin down) (eV): 11.8 / 5.7
Energy above the lowest of the compared OMol25 structures with the same formula, charge and spin (eV): 0.000
Highest occupied orbital energy (spin up / spin down) (hartree): -0.66324 / -0.66283
Spin multiplicity: 3

5.
Molecular formula: ClFO4Sr3
Method: DFT, the ωB97M-V functional and the def2-TZVPD basis

Geometry as XYZ:
```
9
Properties=species:S:1:pos:R:3:lowdin_charge:R:1
Sr 1.135 -2.884 -2.082 1.8392
Sr -1.355 3.860 -3.307 1.9289
Sr -5.562 -2.524 -2.685 1.8893
F -1.929 -0.138 -2.741 -0.8679
Cl 1.505 0.363 2.211 0.6157
O 1.695 0.798 0.801 -0.4320
O 2.791 0.603 2.713 -0.2743
O 0.452 0.989 2.911 -0.2987
O 1.268 -1.066 2.180 -0.4002
```

Summary:
LUMO (eV): -14.38
Charge: +4
Kohn-Sham gap (eV): 1.7
Energy above the lowest of the compared OMol25 structures with the same formula, charge and spin (eV): 3.819
Highest occupied orbital energy (hartree): -0.59257

6.
Molecular formula: ClFO4Sr3
Method: DFT, the ωB97M-V functional and the def2-TZVPD basis

Geometry as XYZ:
```
9
Properties=species:S:1:pos:R:3:mulliken_spin:R:1
Sr 3.230 -2.240 2.234 -0.0001
Sr 1.709 -2.183 -1.612 -0.0008
Sr 1.375 1.735 0.910 -0.0043
F 1.289 -0.938 0.616 0.0009
Cl -1.561 0.675 -0.355 -0.0733
O -0.996 -0.405 -1.220 0.1352
O -2.759 1.214 -0.686 0.4442
O -1.420 0.390 1.101 0.0006
O -0.867 1.753 -0.987 0.4976
```

Summary:
⟨S²⟩: 0.761
LUMO (spin up / spin down) (eV): -20.34 / -20.55
Charge: +5
Kohn-Sham gap (spin up / spin down) (eV): 8.2 / 7.7
Highest occupied orbital energy (spin up / spin down) (hartree): -1.05018 / -1.03674
Spin multiplicity: 2

7.
Molecular formula: ClH10O5Zn
Method: DFT, the ωB97M-V functional and the def2-TZVPD basis

Geometry as XYZ:
```
17
Properties=species:S:1:pos:R:3:lowdin_charge:R:1
Zn 2.050 -1.069 2.701 1.1169
Cl 0.987 -0.689 0.672 0.2157
O -2.135 1.110 0.005 -0.0337
H -2.464 1.653 0.729 0.0541
H -1.335 0.698 0.341 -0.0369
O -2.368 -1.933 0.310 -0.0552
H -2.467 -1.004 0.056 0.0078
H -1.458 -2.015 0.604 -0.0366
O 0.249 3.032 0.975 -0.0367
H 0.719 2.210 1.132 -0.0233
H -0.560 2.964 1.490 0.0306
O -0.370 -1.656 -2.085 -0.0375
H -0.412 -2.537 -1.699 0.0422
H 0.147 -1.130 -1.468 -0.0750
O 3.085 0.442 -1.469 -0.0606
H 3.820 -0.177 -1.518 0.0435
H 2.514 0.101 -0.775 -0.1151
```

Summary:
LUMO (eV): -10.41
Charge: +1
Kohn-Sham gap (eV): 3.4
Energy above the lowest of the compared OMol25 structures with the same formula, charge and spin (eV): 7.472
Highest occupied orbital energy (hartree): -0.50852

8.
Molecular formula: ClH12O6
Method: DFT, the ωB97M-V functional and the def2-TZVPD basis

Geometry as XYZ:
```
19
Properties=species:S:1:pos:R:3:lowdin_charge:R:1
Cl 1.271 6.721 -28.648 -0.7069
O 2.756 9.174 -25.286 -0.0631
H 2.465 8.467 -25.863 0.0089
H 2.567 8.856 -24.403 0.0165
O -1.213 8.319 -25.429 -0.0650
H -0.667 8.124 -24.668 0.0165
H -0.940 7.683 -26.090 0.0131
O 1.316 2.599 -30.120 -0.0708
H 2.246 2.665 -29.904 0.0239
H 0.914 3.349 -29.681 0.0108
O 0.639 9.401 -31.999 -0.0670
H 0.925 8.853 -31.268 0.0071
H 1.331 10.055 -32.094 0.0171
O 1.343 4.439 -25.387 -0.0800
H 2.121 4.656 -24.873 0.0169
H 1.538 4.765 -26.266 -0.0235
O -2.399 6.613 -30.623 -0.0675
H -3.124 6.013 -30.450 0.0162
H -1.714 6.346 -30.011 -0.0030
```

Summary:
LUMO (eV): 3.00
Charge: -1
Kohn-Sham gap (eV): 8.0
Energy above the lowest of the compared OMol25 structures with the same formula, charge and spin (eV): 1.339
Highest occupied orbital energy (hartree): -0.18492

9.
Molecular formula: ClH14O11
Method: DFT, the ωB97M-V functional and the def2-TZVPD basis

Geometry as XYZ:
```
26
Properties=species:S:1:pos:R:3:lowdin_charge:R:1
Cl -10.504 22.194 1.540 0.6676
O -11.180 23.417 1.252 -0.3525
O -9.408 22.033 0.615 -0.3468
O -9.965 22.222 2.871 -0.3460
O -11.477 21.116 1.441 -0.3589
O -8.856 23.412 -2.129 -0.0707
H -8.725 22.539 -2.513 0.0262
H -9.365 23.241 -1.322 0.0027
O -10.392 26.315 1.391 -0.0701
H -10.797 25.493 1.073 -0.0073
H -10.553 26.948 0.685 0.0254
O -13.413 21.328 -1.053 -0.0636
H -12.739 21.353 -0.354 -0.0018
H -12.947 20.989 -1.824 0.0310
O -12.995 24.647 -0.785 -0.0729
H -12.775 24.042 -0.059 -0.0004
H -12.775 24.148 -1.577 0.0230
O -8.339 19.176 0.993 -0.0685
H -8.481 19.227 1.943 0.0229
H -9.117 19.612 0.621 0.0095
O -9.049 20.791 5.689 -0.0598
H -8.898 20.335 4.854 0.0236
H -9.982 21.025 5.667 0.0255
O -10.229 24.116 5.286 -0.0690
H -10.533 23.260 4.968 -0.0038
H -9.479 24.313 4.713 0.0346
```

Summary:
LUMO (eV): 2.88
Charge: -1
Kohn-Sham gap (eV): 10.5
Energy above the lowest of the compared OMol25 structures with the same formula, charge and spin (eV): 0.129
Highest occupied orbital energy (hartree): -0.27969

10.
Molecular formula: ClH18O9
Method: DFT, the ωB97M-V functional and the def2-TZVPD basis

Geometry as XYZ:
```
28
Properties=species:S:1:pos:R:3:lowdin_charge:R:1
Cl -0.392 -0.003 -0.021 0.1423
O 0.636 0.231 -3.268 -0.0755
H 1.564 0.001 -3.302 0.0173
H 0.336 -0.106 -2.423 -0.0703
O -1.899 2.693 1.310 -0.1027
H -1.029 3.068 1.446 -0.0168
H -1.737 1.871 0.848 -0.0746
O -0.360 -3.014 -1.953 -0.0714
H 0.420 -3.549 -2.099 0.0256
H -0.098 -2.388 -1.278 -0.0596
O 0.516 3.363 0.283 -0.0699
H 1.232 3.280 0.912 0.0390
H 0.580 2.577 -0.259 -0.0105
O 1.393 0.232 2.864 -0.0721
H 0.747 0.283 2.160 -0.0697
H 1.016 0.751 3.574 0.0241
O -1.675 -1.785 2.457 -0.0821
H -2.268 -2.459 2.127 0.0227
H -1.577 -1.173 1.727 -0.0737
O -3.073 0.005 -1.966 -0.0879
H -3.118 0.940 -2.169 0.0227
H -2.315 -0.078 -1.387 -0.0966
O 2.888 1.202 -0.057 -0.0625
H 2.152 0.590 -0.077 -0.0465
H 3.301 1.109 -0.915 0.0269
O 1.285 -2.663 0.409 -0.0931
H 0.865 -1.837 0.168 -0.1178
H 0.611 -3.144 0.889 0.0327
```

Summary:
LUMO (eV): 2.98
Charge: -1
Kohn-Sham gap (eV): 10.2
Energy above the lowest of the compared OMol25 structures with the same formula, charge and spin (eV): 0.416
Highest occupied orbital energy (hartree): -0.26576

> What is the formula in the eighth record?

ClH12O6